[1]
# C18H40BrN2

3 unconnected molecules or ions with the total composition C18H40BrN2 in a non-equilibrium geometry (ωB97M-V with the def2-TZVPD basis set, OMol25).

XYZ file:
```
61
Properties=species:S:1:pos:R:3:forces:R:3:lowdin_charge:R:1
C -1.3737 -7.0592 1.2784 -0.3 0.5 1.4 -0.09
C -2.0051 -6.3240 2.4813 -1.6 0.0 -0.1 -0.24
C -3.4196 -5.7377 2.2039 0.1 0.3 -0.6 -0.19
C -4.0783 -5.0721 3.4204 -0.2 -0.5 -0.6 -0.10
N -5.5974 -4.9387 3.3254 -1.2 -1.6 -0.8 -0.22
C -6.1829 -4.1749 4.5010 1.3 1.1 -0.2 -0.12
C -7.4777 -3.6022 4.0364 -1.5 -0.7 0.4 -0.17
C -7.4154 -3.4805 2.5327 -0.1 -0.4 -1.7 -0.14
C -6.0997 -4.1479 2.0502 1.1 0.5 1.2 -0.04
C -6.2483 -6.3700 3.3719 0.5 1.0 0.9 0.05
H -1.4113 -6.4567 0.3708 0.4 -0.1 0.1 0.08
H -1.8601 -8.0214 1.1186 0.0 0.1 -0.1 0.07
H -0.3869 -7.2416 1.7040 0.4 -0.2 -1.0 0.08
H -1.3665 -5.5295 2.8672 0.1 0.0 -0.1 0.12
H -2.1496 -7.0642 3.2683 0.3 0.0 0.3 0.10
H -4.0653 -6.5191 1.8030 0.0 -0.3 0.1 0.10
H -3.3376 -5.0216 1.3863 0.0 0.2 0.0 0.12
H -3.7121 -4.0555 3.5631 0.2 -0.2 0.3 0.14
H -3.8909 -5.7475 4.2553 -0.1 0.5 0.4 0.13
H -6.2188 -4.7641 5.4174 0.0 -0.2 -0.3 0.14
H -5.5408 -3.3142 4.6883 0.5 -0.3 0.0 0.14
H -8.2565 -4.3097 4.3211 -0.3 0.1 -0.1 0.11
H -7.7412 -2.6586 4.5142 0.3 -0.1 0.1 0.13
H -8.2500 -3.9677 2.0285 -0.1 -0.4 0.3 0.11
H -7.5668 -2.4592 2.1833 0.8 0.1 0.1 0.12
H -6.0568 -4.7459 1.1398 -0.8 -0.6 0.4 0.13
H -5.2879 -3.4585 1.8186 -0.1 0.5 0.5 0.13
H -6.0730 -6.7303 4.3855 0.5 -0.1 -0.1 0.10
H -5.7971 -7.0582 2.6571 -0.3 0.4 -0.1 0.09
H -7.3368 -6.3164 3.3543 0.1 0.3 -0.8 0.11
C 6.9585 8.4939 -3.5669 0.3 -1.1 0.7 -0.08
C 6.1598 8.0662 -2.2818 1.1 1.3 0.0 -0.24
C 5.1973 6.9549 -2.4898 -1.3 -1.2 0.1 -0.23
C 5.7008 5.5269 -2.3963 -0.4 -1.4 -1.6 -0.06
N 4.6619 4.4543 -3.0513 1.0 1.4 1.5 -0.25
C 3.3712 4.3776 -2.2536 0.7 0.3 0.5 -0.09
C 2.9651 2.9200 -2.3035 -1.3 -1.0 1.0 -0.14
C 4.0574 2.1478 -2.9929 -0.4 -0.6 -1.6 -0.18
C 5.2248 3.0342 -2.9285 1.3 1.4 0.1 -0.12
C 4.3237 4.8059 -4.4822 0.2 -0.4 2.0 0.05
H 6.3868 8.9030 -4.3999 -0.3 0.5 0.5 0.07
H 7.4321 7.6295 -4.0323 0.0 -0.5 0.1 0.06
H 7.8314 9.0930 -3.3076 -0.4 0.5 0.0 0.07
H 5.5689 8.8856 -1.8726 0.0 0.3 -0.4 0.11
H 6.8260 7.8750 -1.4405 0.4 -0.3 -0.2 0.11
H 4.7205 7.1974 -3.4395 -0.1 -0.5 -0.1 0.11
H 4.4106 6.9391 -1.7356 -0.2 0.7 0.0 0.12
H 5.8592 5.1715 -1.3782 -0.3 0.1 0.0 0.13
H 6.6339 5.3351 -2.9261 0.0 0.1 -0.2 0.13
H 2.6332 5.0700 -2.6586 0.2 -0.1 0.0 0.14
H 3.6575 4.6960 -1.2512 -0.3 0.0 0.0 0.13
H 1.9730 2.7609 -2.7260 0.2 0.1 -0.4 0.13
H 2.8491 2.4394 -1.3321 0.0 0.7 0.4 0.13
H 3.7933 2.0161 -4.0422 0.0 -0.6 0.0 0.12
H 4.3134 1.1998 -2.5199 -0.4 0.0 -0.2 0.14
H 6.0136 2.9301 -3.6736 -0.2 -0.2 -0.1 0.14
H 5.6855 2.8838 -1.9522 0.1 0.7 0.1 0.14
H 5.3033 4.8891 -4.9529 -0.6 -0.3 -0.8 0.12
H 3.7696 5.7439 -4.4490 0.3 -0.1 -0.3 0.10
H 3.6191 3.9986 -4.6818 0.4 0.1 -1.3 0.11
Br -1.6962 -0.0915 1.4720 -0.1 -0.2 0.0 -0.99
```
Positions in Å, forces in eV/Å.

Output
LUMO energy: -1.932 eV
HOMO: -7.2 eV
net charge: +1

***

[2]
# C18H40N2O10P

4 unconnected molecules or ions with the total composition C18H40N2O10P in a non-equilibrium geometry (ωB97M-V with the def2-TZVPD basis set, OMol25).

XYZ file:
```
71
Properties=species:S:1:pos:R:3:forces:R:3:lowdin_charge:R:1
N -3.9228 -4.4496 -4.9239 0.6 0.3 -0.2 0.00
C -2.5070 -4.7755 -5.1352 0.2 -1.0 -0.1 -0.26
C -1.6881 -5.0621 -3.8221 0.6 0.6 -0.6 -0.11
C -2.0579 -4.1486 -2.6231 0.6 -1.3 0.6 -0.30
C -0.8459 -4.0268 -1.6112 -0.7 -1.4 -1.7 -0.08
N -1.1997 -2.9517 -0.6252 -0.1 0.9 -0.3 -0.10
P -0.5005 -1.4186 -1.2624 5.7 2.9 0.2 0.62
O 0.9715 -1.5186 -0.9296 -3.1 -0.5 -0.4 -0.26
O -0.6350 -1.3209 -2.9037 -1.2 -0.4 2.6 -0.09
O -1.1179 -0.0834 -0.5168 -0.5 -3.0 -1.5 -0.10
C -2.6432 -2.8697 -0.2319 -1.7 -0.2 1.1 -0.08
C -3.6372 -3.8848 -0.9117 -0.9 -0.3 -0.1 -0.15
O -3.0896 -4.8071 -1.8513 0.4 1.2 0.2 -0.12
H -4.1525 -3.4961 -5.1678 -0.1 -0.1 0.2 0.06
H -4.2566 -4.7102 -4.0045 0.0 0.1 -0.2 0.06
H -2.4835 -5.7252 -5.7294 0.2 0.7 0.4 0.11
H -1.9691 -4.0308 -5.7684 -0.7 -0.2 0.6 0.12
H -0.6137 -4.8527 -4.0652 -0.8 -0.3 0.2 0.12
H -1.7409 -6.1496 -3.5879 -0.2 0.9 0.3 0.14
H -2.4302 -3.1480 -2.9489 0.3 -0.6 0.0 0.15
H -0.7447 -4.9866 -1.0525 0.0 0.8 -0.4 0.15
H 0.1143 -3.8273 -2.1414 -0.7 0.2 0.8 0.14
H -0.6476 -3.1321 0.2282 0.1 0.3 -0.4 0.18
H -0.6847 -0.3950 -3.1937 -0.1 0.0 0.0 0.11
H -1.6249 -0.3455 0.2812 0.2 0.8 0.4 0.06
H -3.0470 -1.8399 -0.3875 0.6 -0.8 -0.1 0.13
H -2.7007 -3.0269 0.8726 0.3 0.1 -0.9 0.15
H -4.4405 -3.3007 -1.4196 0.6 -0.2 0.3 0.13
H -4.1502 -4.4937 -0.1306 0.6 0.5 -0.5 0.14
O -1.6018 0.4176 2.3259 -0.3 -0.3 -0.4 0.05
C -1.0826 1.4419 2.7117 0.4 0.4 -0.1 -0.52
O -1.8161 2.5431 2.8323 -0.4 -0.4 0.1 0.02
C -1.3520 3.7514 3.4617 0.2 0.5 0.0 -0.21
C -0.5975 4.6298 2.4872 0.1 -0.1 -0.1 -0.06
C 0.3975 1.5107 2.9707 0.1 -0.2 0.6 0.02
H -0.7724 3.5258 4.3583 0.0 -0.1 -0.1 0.12
H -2.2473 4.2737 3.7986 -0.1 -0.3 -0.1 0.13
H 0.3022 4.1369 2.1144 0.0 0.1 0.1 0.07
H -0.3047 5.5672 2.9618 0.0 0.0 -0.1 0.07
H -1.2187 4.8552 1.6185 0.0 0.1 0.1 0.09
H 0.9137 1.7001 2.0295 0.0 0.0 0.0 0.10
H 0.7209 0.5501 3.3703 0.0 0.0 -0.2 0.09
H 0.6805 2.2628 3.7024 0.0 0.1 -0.2 0.08
O 0.8223 7.7882 2.9286 -0.1 -0.3 -0.4 0.10
C 1.0334 8.1224 1.7912 0.3 0.4 0.3 -0.52
O 0.9017 7.2308 0.7929 -0.4 -0.5 0.1 -0.01
C 0.9398 7.5731 -0.5977 0.2 0.1 -0.2 -0.23
C 2.3624 7.6114 -1.1157 0.1 0.1 0.1 -0.06
C 1.5349 9.5059 1.4740 -0.4 0.4 -0.2 0.01
H 0.3990 8.5017 -0.7875 0.1 0.0 0.1 0.12
H 0.3897 6.7855 -1.1141 0.0 0.0 0.2 0.12
H 2.9518 8.3797 -0.6136 -0.1 0.0 -0.1 0.07
H 2.3752 7.8128 -2.1878 0.0 0.0 0.0 0.08
H 2.8593 6.6577 -0.9306 -0.1 0.0 -0.1 0.08
H 2.6176 9.5281 1.5970 0.0 0.0 0.0 0.10
H 1.0804 10.2036 2.1757 0.2 -0.1 0.1 0.10
H 1.2715 9.8520 0.4772 0.2 -0.1 -0.1 0.07
O 1.2862 -5.6292 0.1369 -0.3 0.2 0.2 0.07
C 2.2319 -5.0548 0.6246 0.2 0.3 -0.2 -0.53
O 2.3922 -5.0582 1.9502 -0.3 -0.4 0.1 0.01
C 3.5702 -4.5790 2.6151 0.2 0.3 0.2 -0.22
C 3.4992 -3.0844 2.8485 -0.1 0.1 -0.2 -0.06
C 3.1809 -4.2584 -0.2298 0.5 -0.3 -0.2 0.02
H 4.4715 -4.8778 2.0781 -0.1 0.0 -0.1 0.12
H 3.6003 -5.0934 3.5756 -0.2 -0.1 -0.1 0.13
H 3.4540 -2.5323 1.9080 0.1 0.0 0.0 0.07
H 4.3706 -2.7419 3.4078 0.0 0.0 0.0 0.09
H 2.5984 -2.8307 3.4104 0.1 -0.1 0.1 0.08
H 2.7636 -3.2629 -0.3920 0.0 0.0 0.0 0.07
H 3.2849 -4.7645 -1.1891 -0.2 0.1 0.0 0.10
H 4.1816 -4.1739 0.1863 -0.1 0.2 0.1 0.08
```
Positions in Å, forces in eV/Å.

Output
LUMO energy: -3.099 eV
HOMO: -11.5 eV
net charge: +1

***

[3]
# C18H40OP2PbSi

A molecular structure, C18H40OP2PbSi in a non-equilibrium geometry (ωB97M-V with the def2-TZVPD basis set, OMol25).

XYZ file:
```
63
Properties=species:S:1:pos:R:3:forces:R:3:lowdin_charge:R:1
P 0.1467 -1.4572 -3.9336 -0.2 -0.3 -3.0 1.01
P 0.1638 1.7198 -3.7440 -0.3 0.4 -2.4 0.95
C -0.2193 -0.4886 -5.4842 -0.3 0.8 0.3 -0.38
C 0.3753 0.9237 -5.4299 0.2 -0.4 0.2 -0.40
H -1.3135 -0.4328 -5.5844 0.3 -0.1 0.0 0.09
H 0.1822 -1.0605 -6.3377 -0.2 0.1 0.3 0.10
H 1.4560 0.8875 -5.6317 -0.3 0.0 0.0 0.08
H -0.0988 1.5896 -6.1714 0.3 -0.3 0.2 0.10
C -1.4902 2.4599 -4.0377 -0.2 -0.1 0.6 -0.25
H -1.7211 3.1535 -3.2243 -0.1 0.0 -0.1 0.05
H -2.2667 1.6886 -4.0479 0.1 0.1 0.0 0.05
H -1.5037 3.0003 -4.9891 0.1 -0.1 0.1 0.06
C 1.2165 3.1861 -4.0477 0.4 0.0 0.6 -0.26
H 0.9015 3.7216 -4.9539 0.0 -0.2 0.2 0.07
H 2.2614 2.8681 -4.1553 -0.2 0.1 0.0 0.05
H 1.1491 3.8539 -3.1820 0.1 0.0 -0.2 0.05
C -0.9734 -2.8749 -4.1979 -0.4 0.0 1.0 -0.23
H -0.8471 -3.5722 -3.3609 -0.1 0.0 -0.3 0.05
H -0.7598 -3.3835 -5.1476 0.1 0.3 0.2 0.07
H -2.0131 -2.5190 -4.1921 0.3 -0.1 0.0 0.06
C 1.7748 -2.1483 -4.3934 0.4 0.2 1.0 -0.23
H 2.5370 -1.3615 -4.3741 -0.1 -0.2 -0.1 0.06
H 1.7371 -2.6023 -5.3892 -0.2 0.1 0.2 0.07
H 2.0541 -2.9059 -3.6540 0.1 0.0 -0.2 0.06
Pb 1.7490 -0.3630 3.7732 -1.0 1.4 1.1 1.49
C 0.4676 1.7342 0.0472 -0.1 0.4 0.7 -0.12
C -0.8594 1.5778 -0.0359 0.3 0.5 0.1 -0.09
C -1.6270 0.7078 -0.9749 -0.7 -0.5 -0.7 -0.23
C -2.1292 -0.6317 -0.4133 0.1 0.4 0.0 -0.17
C -1.0224 -1.5575 -0.0316 0.3 -0.5 0.5 -0.11
C 0.2913 -1.4453 -0.2744 0.2 -0.3 0.5 -0.12
C 1.0481 -0.4557 -1.1203 0.3 0.2 -0.8 -0.29
C 1.5509 0.8577 -0.4827 0.1 -0.6 -0.7 -0.20
C 0.6068 -2.3063 3.8863 -1.9 -1.7 0.0 -0.18
H 0.8593 2.5862 0.6204 -0.4 -0.4 0.1 0.11
H -1.4892 2.2245 0.5781 0.2 0.1 -0.2 0.12
H -1.0547 0.5132 -1.8932 -0.5 0.2 0.5 0.01
H -2.5224 1.2524 -1.3160 0.3 0.0 0.2 0.12
H -2.7168 -0.4352 0.4990 0.0 -0.1 -0.3 0.13
H -2.8154 -1.1067 -1.1403 0.2 0.1 0.3 0.12
H -1.3526 -2.4044 0.5902 0.3 0.3 -0.3 0.11
H 0.9593 -2.1986 0.1738 -0.4 0.1 -0.1 0.10
H 0.4602 -0.1606 -2.0169 0.8 -0.4 1.2 -0.06
H 1.9361 -0.9829 -1.5242 -0.3 0.2 0.2 0.11
H 2.2627 0.6151 0.3294 -0.2 0.2 -0.2 0.10
H 2.1452 1.3894 -1.2591 -0.2 -0.2 0.5 0.11
H 1.0983 -3.1132 4.4347 0.4 0.4 0.0 0.04
H 0.4324 -2.6176 2.8451 0.2 0.4 0.2 0.00
H -0.3393 -2.0151 4.3898 0.7 0.1 -0.4 0.02
C 1.6090 -0.3217 7.3329 -0.1 0.0 -0.2 -0.19
Si 0.0126 0.3509 6.5528 -0.4 0.5 3.1 0.25
C -1.3747 -0.8369 7.0539 -0.2 -0.1 -0.5 -0.15
C -0.4098 1.9924 7.3814 0.1 -0.2 -0.2 -0.16
O 0.1639 0.5397 4.9408 1.4 -0.9 -2.1 -0.53
H 1.5377 -0.2955 8.4393 0.0 0.0 -0.6 0.06
H 2.4854 0.2825 7.0619 0.0 -0.1 0.1 0.03
H 1.7986 -1.3686 7.0578 0.1 0.1 0.1 0.02
H -1.4628 -0.8877 8.1528 0.2 0.2 -0.4 0.06
H -2.3399 -0.4800 6.6620 0.3 -0.1 0.1 0.04
H -1.2097 -1.8601 6.6912 -0.1 0.1 0.1 0.02
H 0.3299 2.7584 7.1142 -0.2 0.0 0.1 0.04
H -1.4057 2.3264 7.0545 0.3 0.0 0.1 0.04
H -0.4220 1.8898 8.4843 0.0 0.0 -0.6 0.05
```
Positions in Å, forces in eV/Å.

Output
LUMO energy (spin up / spin down): -9.654 / -8.771 eV
HOMO (spin up / spin down): -14.3 / -14.1 eV
net charge: +2

***

Let's list E in order: -3393.02715; -1912.93666; -1949.46205 a.u..